[1]
{
  "formula": "C5H14N2O",
  "method": "ωB97M-V with the def2-TZVPD basis set",
  "species": ["C", "C", "C", "C", "C", "N", "N", "H", "H", "H", "H", "H", "H", "H", "H", "H", "H", "H", "H", "H", "H", "O"],
  "positions_angstrom": [[0.55236, 0.31894, -2.20246], [1.03850, -0.71899, -1.16177], [0.21629, -0.66438, 0.10812], [-0.93022, -1.27185, 0.40147], [1.81530, 0.04087, 1.96057], [0.78635, 0.36263, 0.93603], [-0.80975, 0.77076, -2.09126], [1.22647, 1.15984, -1.97937], [0.92519, 0.02490, -3.22105], [1.14470, -1.75399, -1.48397], [2.08547, -0.47931, -0.87437], [-1.16802, -2.27018, 0.01256], [-1.62577, -0.85784, 1.11962], [2.30599, -0.85500, 1.58950], [1.41969, -0.06327, 2.95697], [2.61136, 0.79169, 1.80164], [0.02960, 0.90251, 1.42994], [-1.35394, -0.07161, -2.09079], [-0.99340, 1.46442, -1.39482], [-3.81519, 0.80133, 1.45082], [-2.51018, 1.29078, 0.94597], [-2.95080, 1.07776, 1.78665]],
  "mulliken_charge": [-0.64, -0.68, 0.34, -0.70, -0.83, -0.03, -0.52, 0.34, 0.32, 0.46, 0.31, 0.32, 0.38, 0.38, 0.33, 0.35, 0.33, 0.27, 0.28, 0.34, 0.30, -0.65],
  "multiplicity": 2,
  "charge": 1,
  "e_tot_ha": -383.278846,
  "lumo_ev": [-3.917, -7.831],
  "relative_energy_kj_mol": 254.1
}

***

[2]
{
  "formula": "C23H70F6O12P",
  "method": "ωB97M-V with the def2-TZVPD basis set",
  "species": ["P", "F", "F", "F", "F", "F", "F", "C", "C", "O", "H", "H", "H", "H", "H", "H", "C", "C", "O", "H", "H", "H", "H", "H", "H", "C", "C", "O", "H", "H", "H", "H", "H", "H", "C", "C", "O", "H", "H", "H", "H", "H", "H", "O", "H", "H", "O", "H", "H", "O", "H", "H", "C", "C", "C", "O", "H", "H", "H", "H", "H", "H", "H", "H", "C", "C", "C", "O", "H", "H", "H", "H", "H", "H", "H", "H", "C", "C", "C", "O", "H", "H", "H", "H", "H", "H", "H", "H", "C", "C", "C", "O", "H", "H", "H", "H", "H", "H", "H", "H", "C", "C", "C", "O", "H", "H", "H", "H", "H", "H", "H", "H"],
  "positions_angstrom": [[-0.18729, -0.54800, 0.08485], [-1.27558, 0.58050, -0.45640], [-0.08820, -1.07100, -1.43166], [0.98232, 0.57941, -0.19635], [0.98587, -1.59206, 0.65378], [-0.31784, 0.07820, 1.59808], [-1.36161, -1.67346, 0.31267], [-1.52599, 2.21655, -5.43066], [-0.75143, 1.62348, -4.23931], [-1.48874, 0.54404, -3.78601], [-2.58326, 2.34629, -5.19947], [-1.43678, 1.53122, -6.27355], [-1.15734, 3.17831, -5.78735], [-0.68474, 2.35591, -3.43483], [0.26403, 1.28810, -4.45019], [-1.14371, 0.19968, -2.95899], [-2.40892, -3.13632, 5.27915], [-1.39265, -2.23130, 4.54661], [-1.87430, -1.85449, 3.26545], [-3.43080, -2.76107, 5.33434], [-2.07181, -3.26175, 6.30809], [-2.40228, -4.06965, 4.71618], [-0.46522, -2.75592, 4.31694], [-1.20121, -1.34228, 5.14752], [-1.22567, -1.28032, 2.85166], [3.22618, 3.42332, 0.96950], [2.68389, 4.30476, 2.09515], [1.49586, 5.01539, 1.66829], [2.66032, 2.53827, 0.67866], [4.19893, 3.01358, 1.24149], [3.55483, 4.07067, 0.15646], [3.38988, 5.04289, 2.47572], [2.34586, 3.72716, 2.95552], [1.28296, 5.63276, 2.37195], [3.28021, -2.77020, -3.78253], [2.27489, -2.28913, -2.72887], [2.82909, -2.38363, -1.42203], [3.61341, -3.77530, -3.52394], [4.15241, -2.12434, -3.68140], [2.83922, -2.75282, -4.77918], [1.25884, -2.68316, -2.75041], [2.07356, -1.24071, -2.94886], [2.26959, -1.83687, -0.86561], [2.70474, 0.24968, 2.09190], [2.61910, 1.18994, 1.93439], [2.00939, -0.14600, 1.56639], [-2.18907, 2.06718, 1.64109], [-1.81055, 2.82289, 1.19181], [-1.45100, 1.47224, 1.77349], [-3.82994, 0.13528, 0.57511], [-3.07436, -0.21272, 0.10159], [-3.51984, 0.96015, 0.94882], [-0.06698, -5.49769, 2.20688], [-1.13324, -5.54953, 1.15519], [-0.93746, -6.70118, 0.20715], [-2.41898, -5.64419, 1.76694], [0.02316, -6.47439, 2.68230], [-0.41740, -4.82243, 2.98748], [0.84230, -5.12183, 1.73780], [-1.07478, -4.60429, 0.61557], [0.05192, -6.62269, -0.24347], [-1.69279, -6.58953, -0.57074], [-0.91655, -7.67940, 0.68753], [-2.39639, -6.44045, 2.30272], [-5.20320, -3.91068, -2.50510], [-4.27670, -2.89447, -1.80648], [-3.27873, -2.25187, -2.73314], [-5.17121, -1.88017, -1.34814], [-4.60076, -4.67850, -2.99049], [-5.80592, -3.41141, -3.26376], [-5.84656, -4.46935, -1.82534], [-3.73180, -3.32232, -0.96497], [-2.75521, -1.46027, -2.19705], [-3.68584, -1.81792, -3.64640], [-2.53265, -2.99806, -3.00642], [-5.30392, -1.18135, -1.99284], [2.14060, 2.28476, 5.95264], [0.63116, 2.06945, 5.78980], [0.07764, 2.28897, 4.33314], [0.35139, 0.72085, 6.21369], [2.70800, 1.37863, 5.74030], [2.39898, 2.52097, 6.98489], [2.51724, 3.06525, 5.29152], [0.14462, 2.76675, 6.47183], [0.27963, 3.21072, 3.78755], [-1.00650, 2.19271, 4.39205], [0.47276, 1.44023, 3.77490], [0.83725, 0.13575, 5.62786], [0.26704, 3.82779, -1.22482], [-0.96520, 4.56573, -0.73616], [-2.19818, 4.02264, -1.41141], [-0.95865, 4.24678, 0.63457], [0.41824, 4.04809, -2.28156], [0.21939, 2.74568, -1.10285], [1.12820, 4.21937, -0.68337], [-0.87828, 5.61870, -1.00412], [-2.18993, 4.23138, -2.48121], [-3.07993, 4.46858, -0.95123], [-2.26964, 2.94938, -1.23506], [-0.05731, 4.38985, 0.93242], [3.82801, 1.79339, -2.10830], [4.41045, 1.43713, -3.49518], [3.44727, 1.72099, -4.64326], [5.63987, 2.19708, -3.70675], [3.47665, 2.82387, -2.16086], [4.49767, 1.61417, -1.26715], [2.92274, 1.23564, -1.86854], [4.71574, 0.39126, -3.52772], [3.88928, 1.71661, -5.63961], [2.82180, 2.60963, -4.55838], [2.72216, 0.90719, -4.63620], [6.32431, 1.77272, -3.18419]],
  "mulliken_charge": [1.77, 0.01, -0.51, 0.01, -0.57, -0.31, -0.39, -1.56, 1.16, -0.55, 0.35, 0.40, 0.38, -0.42, -0.10, 0.15, -1.23, -0.03, -0.44, 0.33, 0.37, 0.20, 0.32, 0.22, 0.17, -0.78, 0.44, -0.60, -0.45, 0.58, 0.53, 0.46, -0.45, 0.25, -1.32, 0.62, -0.64, 0.38, 0.26, 0.34, 0.16, -0.16, 0.29, -0.72, 0.34, 0.22, -0.82, 0.66, 0.06, -0.42, 0.13, 0.54, -1.25, 1.27, -1.44, -0.57, 0.43, 0.09, 0.40, -0.32, 0.37, 0.31, 0.38, 0.34, -1.43, 0.78, -1.31, -0.31, 0.37, 0.37, 0.37, 0.20, 0.22, 0.42, 0.44, 0.42, -1.14, 0.05, -0.53, -0.55, 0.31, 0.34, 0.22, 0.39, 0.34, 0.32, -0.10, 0.33, -1.37, 0.83, -1.32, -0.66, 0.39, -0.09, 0.57, 0.35, 0.42, 0.37, 0.09, 0.32, -0.67, 0.43, -1.20, -0.62, 0.23, 0.42, -0.08, 0.21, 0.39, 0.31, 0.18, 0.35],
  "multiplicity": 2,
  "e_tot_ha": -2761.741548,
  "lumo_ev": [0.057, -6.558]
}

***

[3]
{
  "formula": "C29H22BBrF4N8O11Y",
  "method": "ωB97M-V with the def2-TZVPD basis set",
  "species": ["Y", "Br", "C", "C", "C", "C", "C", "C", "N", "N", "C", "C", "C", "C", "O", "C", "N", "C", "C", "C", "C", "H", "H", "H", "H", "H", "H", "H", "H", "H", "C", "C", "C", "C", "C", "C", "O", "N", "C", "O", "N", "C", "O", "H", "H", "H", "H", "H", "H", "H", "H", "H", "H", "H", "F", "B", "F", "F", "F", "O", "N", "O", "C", "C", "C", "C", "O", "C", "C", "N", "O", "O", "N", "O", "O", "H", "H"],
  "positions_angstrom": [[0.12341, 0.30808, -0.24555], [4.34257, -8.46052, 2.10318], [2.52851, -7.96354, 1.80824], [2.21781, -7.06975, 0.79656], [0.90212, -6.69439, 0.59867], [-0.11628, -7.23017, 1.39817], [0.22057, -8.14647, 2.39589], [1.54012, -8.50189, 2.61462], [-1.47059, -7.02438, 1.09787], [-1.99431, -5.91972, 0.86877], [-1.36729, -4.70363, 1.10971], [-0.38112, -4.47217, 2.06363], [0.21754, -3.23447, 2.21713], [-0.09478, -2.15977, 1.37531], [0.57283, -1.05592, 1.37120], [-1.21090, -2.34179, 0.46930], [-1.57302, -1.26361, -0.27806], [-2.57168, -1.38649, -1.12007], [-3.25759, -2.59376, -1.31267], [-2.88591, -3.69753, -0.59608], [-1.83875, -3.59368, 0.34371], [2.99923, -6.66084, 0.17014], [0.65565, -5.98454, -0.18149], [-0.56790, -8.56923, 3.00561], [1.79443, -9.20389, 3.39652], [-0.08028, -5.27813, 2.71933], [0.98573, -3.08481, 2.96503], [-2.84808, -0.50425, -1.68323], [-4.06622, -2.63771, -2.02864], [-3.36907, -4.65626, -0.72146], [-1.19121, 4.96953, 0.19511], [-0.19925, 4.88356, 1.35367], [-0.39106, 3.62550, 2.22016], [0.68509, 3.58425, 3.33208], [0.60907, 2.32747, 4.20128], [-1.75661, 3.68414, 2.87727], [-2.09776, 4.60522, 3.59063], [-2.59240, 2.62935, 2.63061], [-2.34471, 1.50818, 1.81926], [-3.21341, 0.67271, 1.69668], [-1.12044, 1.43885, 1.22308], [-0.19790, 2.39775, 1.36021], [0.88358, 2.23052, 0.76020], [-1.03196, 5.88977, -0.36683], [-2.22188, 4.96873, 0.55639], [-1.06271, 4.13040, -0.49085], [-0.30568, 5.75044, 2.00711], [0.81954, 4.85931, 0.96529], [0.55754, 4.47630, 3.94650], [1.65758, 3.62793, 2.84075], [-0.35640, 2.25399, 4.70656], [1.38857, 2.35236, 4.96258], [0.75745, 1.42824, 3.60021], [-3.50392, 2.65373, 3.06211], [0.44164, 2.17948, -1.90726], [-0.72409, 1.63635, -2.49601], [-0.41629, 0.24877, -2.66335], [-1.11768, 2.25081, -3.63734], [-1.71259, 1.65240, -1.47300], [7.52338, -3.17317, -1.23163], [6.39365, -3.53956, -1.50945], [6.12926, -4.61448, -2.02447], [5.29601, -2.65569, -1.18670], [3.99834, -3.04575, -1.44852], [2.95818, -2.17263, -1.21473], [3.15622, -0.82007, -0.73699], [2.26577, 0.04982, -0.71974], [4.51902, -0.56774, -0.31070], [5.54747, -1.42474, -0.58219], [4.83495, 0.64244, 0.44455], [5.99695, 1.02831, 0.42217], [3.94353, 1.18960, 1.05468], [1.62900, -2.65113, -1.43361], [1.44176, -3.84866, -1.54724], [0.71269, -1.83618, -1.51187], [3.79902, -4.03051, -1.84370], [6.55877, -1.16386, -0.30774]],
  "mulliken_charge": [0.03, -0.21, 0.03, -0.63, 0.32, 0.02, -0.36, -0.54, -0.76, -0.30, -0.05, -0.38, -0.98, 1.28, -0.86, 0.29, 0.50, -0.41, -1.10, -0.69, 0.74, 0.52, 0.43, 0.39, 0.41, 0.44, 0.53, 0.48, 0.41, 0.48, -1.02, -1.40, 2.98, -1.42, -1.15, -0.11, -0.67, 0.10, 0.19, -0.71, -0.20, 0.92, -0.71, 0.51, 0.29, 0.06, 0.47, 0.43, 0.50, 0.44, 0.31, 0.49, 0.17, 0.27, -0.31, 0.21, -0.18, -0.27, -0.34, -0.65, 1.04, -0.64, -0.64, -0.18, -0.15, 1.02, -0.53, -0.69, -0.29, 0.98, -0.65, -0.52, 0.83, -0.62, -0.42, 0.63, 0.62],
  "charge": -1,
  "e_tot_ha": -5421.032501,
  "lumo_ev": 0.900,
  "relative_energy_kj_mol": 82.1
}

***

[4]
{
  "formula": "C4H10NS",
  "method": "ωB97M-V with the def2-TZVPD basis set",
  "species": ["C", "C", "C", "C", "N", "S", "H", "H", "H", "H", "H", "H", "H", "H", "H", "H"],
  "positions_angstrom": [[0.96030, -1.48883, -0.74788], [-1.40363, -0.06719, 0.33268], [-1.55790, 1.28313, -0.32996], [2.81788, -0.58814, 0.65525], [1.96934, -1.23328, -0.21736], [-2.83364, -1.14896, 0.20856], [0.46389, -2.09630, -1.46574], [-0.50987, -0.62630, -0.13050], [-1.72913, 1.19223, -1.39984], [-0.67023, 1.88747, -0.16451], [-2.40656, 1.80608, 0.10698], [2.61831, -0.91039, 1.68034], [3.84863, -0.85344, 0.40143], [2.69689, 0.49487, 0.58226], [-1.18075, 0.02530, 1.39495], [-3.25236, -0.72238, -0.98874]],
  "mulliken_charge": [0.14, 0.39, -1.22, -0.65, -0.02, -0.12, 0.47, -0.49, 0.37, 0.36, 0.36, 0.33, 0.29, 0.33, 0.32, 0.14],
  "charge": 1,
  "e_tot_ha": -610.996902,
  "lumo_ev": -5.554,
  "relative_energy_kj_mol": 279.2
}

***

[5]
{
  "formula": "C2H6N2O",
  "method": "ωB97M-V with the def2-TZVPD basis set",
  "species": ["C", "C", "N", "N", "O", "H", "H", "H", "H", "H", "H"],
  "positions_angstrom": [[-0.57257, -0.68949, 0.72262], [0.32134, 0.11344, -0.12021], [1.41242, 0.74267, 0.41101], [-0.91087, 0.51839, -1.41473], [0.41227, -0.13259, -1.42499], [-0.28309, -1.73724, 0.75172], [-0.74910, -0.25222, 1.70225], [-1.49066, -0.57941, -0.03621], [1.88853, 1.38709, -0.20477], [1.46279, 0.86512, 1.40855], [-1.49107, -0.23577, -1.79523]],
  "mulliken_charge": [-0.89, 0.74, -0.38, -0.75, -0.34, 0.27, 0.36, 0.23, 0.26, 0.23, 0.27],
  "smiles": "C[C@]1(N)NO1",
  "e_tot_ha": -264.393746,
  "lumo_ev": 0.852,
  "relative_energy_kj_mol": 508.2
}

***

What did the fourth record say?
{
  "formula": "C4H10NS",
  "method": "ωB97M-V with the def2-TZVPD basis set",
  "species": ["C", "C", "C", "C", "N", "S", "H", "H", "H", "H", "H", "H", "H", "H", "H", "H"],
  "positions_angstrom": [[0.96030, -1.48883, -0.74788], [-1.40363, -0.06719, 0.33268], [-1.55790, 1.28313, -0.32996], [2.81788, -0.58814, 0.65525], [1.96934, -1.23328, -0.21736], [-2.83364, -1.14896, 0.20856], [0.46389, -2.09630, -1.46574], [-0.50987, -0.62630, -0.13050], [-1.72913, 1.19223, -1.39984], [-0.67023, 1.88747, -0.16451], [-2.40656, 1.80608, 0.10698], [2.61831, -0.91039, 1.68034], [3.84863, -0.85344, 0.40143], [2.69689, 0.49487, 0.58226], [-1.18075, 0.02530, 1.39495], [-3.25236, -0.72238, -0.98874]],
  "mulliken_charge": [0.14, 0.39, -1.22, -0.65, -0.02, -0.12, 0.47, -0.49, 0.37, 0.36, 0.36, 0.33, 0.29, 0.33, 0.32, 0.14],
  "charge": 1,
  "e_tot_ha": -610.996902,
  "lumo_ev": -5.554,
  "relative_energy_kj_mol": 279.2
}